{
  "formula": "C36H53AsF3LuN2O4PS",
  "method": "the ωB97M-V functional and the def2-TZVPD basis",
  "e_above_lowest_kj_mol": 265.4,
  "homo_lumo_gap_ha": 0.309,
  "spin_multiplicity": 1,
  "e_homo_ev": -11.15,
  "charge": 1,
  "elements": ["Lu", "C", "C", "C", "C", "C", "C", "C", "N", "C", "C", "C", "C", "C", "C", "C", "N", "C", "C", "C", "C", "H", "H", "H", "H", "H", "H", "H", "H", "H", "H", "H", "H", "H", "H", "H", "H", "H", "H", "H", "H", "H", "H", "H", "H", "C", "C", "P", "C", "C", "C", "C", "H", "H", "H", "H", "H", "H", "H", "H", "H", "H", "H", "H", "H", "H", "H", "F", "C", "F", "F", "C", "O", "O", "O", "C", "O", "C", "C", "C", "C", "C", "C", "H", "H", "H", "H", "H", "C", "As", "C", "C", "S", "H", "H", "H", "H", "H", "H", "H", "H", "H"],
  "positions_angstrom": [[1.104, 0.185, -1.125], [-3.024, 4.348, 3.530], [-1.493, 4.336, 3.537], [-0.894, 3.944, 4.922], [-1.143, 5.738, 3.114], [-0.985, 3.322, 2.506], [-0.553, 3.801, 1.289], [-0.211, 2.927, 0.252], [-0.190, 1.599, 0.400], [-0.666, 1.102, 1.571], [-1.108, 1.885, 2.603], [-0.668, -0.391, 1.712], [-1.565, -0.992, 2.525], [-1.547, -2.381, 2.650], [-0.559, -3.056, 1.981], [0.246, -2.371, 1.086], [0.215, -1.065, 0.947], [-2.485, -3.220, 3.592], [-3.286, -2.272, 4.536], [-1.594, -4.092, 4.476], [-3.445, -4.081, 2.854], [-3.397, 5.215, 4.016], [-3.455, 3.380, 3.950], [-3.275, 4.452, 2.451], [-1.273, 4.488, 5.838], [0.134, 4.304, 4.934], [-0.945, 2.850, 5.024], [-1.650, 6.514, 3.684], [-1.442, 5.917, 2.054], [-0.080, 5.831, 3.293], [-0.421, 4.789, 1.042], [0.226, 3.273, -0.662], [-1.445, 1.382, 3.498], [-2.357, -0.406, 2.998], [-0.505, -4.159, 2.071], [0.808, -2.960, 0.446], [-2.541, -1.483, 5.011], [-3.708, -2.904, 5.320], [-4.076, -1.731, 4.055], [-0.805, -3.425, 4.887], [-1.220, -4.959, 3.996], [-2.218, -4.423, 5.329], [-4.198, -3.547, 2.383], [-4.036, -4.769, 3.498], [-2.935, -4.665, 2.047], [-1.717, -4.475, -1.719], [-0.559, -3.512, -2.180], [-0.697, -1.690, -2.478], [-0.407, -1.581, -4.294], [-0.993, -2.529, -5.286], [-2.501, -1.306, -2.313], [-2.787, -0.608, -0.969], [-2.638, -4.205, -2.221], [-1.913, -4.311, -0.629], [-1.489, -5.546, -1.884], [-0.171, -3.934, -3.159], [0.272, -3.667, -1.522], [0.681, -1.770, -4.335], [-0.664, -0.563, -4.517], [-0.598, -3.551, -5.167], [-0.633, -2.231, -6.278], [-2.081, -2.480, -5.245], [-3.037, -2.238, -2.444], [-2.852, -0.751, -3.162], [-2.400, -1.290, -0.227], [-3.842, -0.484, -0.878], [-2.254, 0.337, -1.013], [3.110, -2.670, -4.361], [3.912, -2.156, -3.411], [5.055, -2.740, -3.581], [4.050, -0.774, -3.756], [3.246, -2.237, -1.999], [3.715, -3.103, -1.283], [2.197, -1.578, -1.758], [-0.206, 1.247, -2.695], [0.774, 1.882, -3.162], [1.916, 1.776, -2.546], [0.633, 2.883, -4.207], [1.591, 3.886, -4.452], [1.299, 4.827, -5.377], [0.232, 4.738, -6.247], [-0.635, 3.617, -6.163], [-0.461, 2.733, -5.120], [2.480, 4.057, -3.774], [2.010, 5.667, -5.485], [-0.001, 5.552, -6.924], [-1.371, 3.415, -6.913], [-1.028, 1.764, -5.000], [5.892, -0.246, -0.113], [4.515, 0.021, 1.144], [3.876, -1.524, 1.969], [5.468, 0.970, 2.564], [2.833, 1.129, 0.503], [6.229, -1.239, -0.031], [6.651, 0.368, 0.350], [5.673, 0.190, -1.116], [4.505, -1.982, 2.672], [3.790, -2.294, 1.122], [2.868, -1.480, 2.328], [6.501, 0.631, 2.557], [5.184, 0.780, 3.603], [5.448, 2.043, 2.467]],
  "forces_ev_per_angstrom": [[-0.7486, -0.7499, -0.8743], [-0.1343, -2.4921, -1.1374], [-0.5422, -0.4655, 1.1847], [-0.0219, 0.9800, 0.2633], [0.3938, 0.4940, -0.4778], [-1.0355, -0.8081, -0.2199], [0.2794, -2.5197, -0.9623], [0.5826, -0.9383, 1.1089], [-0.4447, 0.1668, 0.3142], [0.2512, -0.4875, -0.5884], [0.4572, 1.9044, 0.2229], [0.9534, 1.3397, -0.9952], [-1.5057, -0.7628, 0.8431], [-0.8222, -0.7285, 1.2735], [-0.1133, -1.0064, -0.3991], [-1.1709, -0.3804, 1.0541], [-0.1659, 0.9240, -0.4520], [0.3587, 1.7474, 0.6076], [2.4177, 0.6553, 0.8429], [-0.4708, 1.5401, 1.5322], [0.4030, -2.2672, -0.6182], [-0.3706, 0.5013, 0.7592], [0.2857, 1.3169, -0.5559], [-0.4255, -0.2575, 0.6814], [-0.4242, -0.7520, -1.1846], [0.4077, -0.5721, -0.1821], [0.0999, 0.5135, 0.4287], [-0.0200, -0.2297, 0.3244], [0.4289, 0.0598, 0.9328], [0.4496, 0.6031, -0.5336], [0.1426, 2.0356, -0.1278], [-0.0991, 0.3969, -0.4929], [-0.0641, 0.2836, 0.1145], [0.4236, -0.2614, -0.1198], [0.1682, 0.8564, -0.2286], [1.6103, -0.5939, -1.2193], [-1.5809, -1.6178, -0.6564], [-0.0483, 0.3534, 0.0560], [-0.4232, 0.2865, -0.4277], [-0.1582, -0.8305, -0.1501], [0.6185, -0.6993, -0.5298], [0.4255, -0.0110, -0.3930], [-1.3887, 1.4713, -1.1750], [0.8552, 0.2217, -0.0867], [-0.3838, 0.1612, 0.7365], [0.3286, 1.1810, 0.8119], [0.0751, -1.7948, -1.3252], [-1.2103, -0.3711, -0.1005], [1.5260, -0.4291, 1.0304], [-0.2090, -0.5071, -0.4209], [0.2963, -0.4573, 0.1036], [0.6683, -0.8646, -1.6683], [-0.1956, -0.2979, -0.2118], [0.1404, -0.2587, -0.7569], [0.0328, 0.7327, 0.0022], [-0.4215, 0.5362, 0.9829], [0.5706, 0.0149, 0.4938], [-0.1406, 0.7875, -0.1444], [0.2446, 0.6242, -0.2930], [-0.5237, 0.2654, 0.1571], [-0.3590, 0.0394, 0.0735], [-0.0502, -0.4054, -0.2911], [-0.2387, -0.2862, 0.4108], [0.1191, 0.7887, -0.4348], [-0.0068, 0.1786, 0.7324], [-0.7391, 0.3234, 0.4396], [-0.0790, 0.2031, 0.5060], [-0.5029, 0.0567, 0.3128], [-1.2482, 2.8228, -1.3694], [0.9042, -0.0779, 0.7477], [0.0575, -1.9000, 0.6197], [0.7725, -2.1637, 0.0549], [0.3865, 0.2596, 0.3629], [-0.2591, 1.3673, -0.3099], [-0.5961, -0.5696, -0.1397], [1.9318, 0.8874, 1.8408], [-1.0677, -0.4019, -0.4831], [-0.4783, 0.1091, -2.1401], [0.1693, -0.9620, 2.7087], [1.0000, 1.9698, -1.4727], [-1.2882, -0.8164, 0.2402], [0.9311, 0.6367, 0.2650], [0.9130, -1.3772, 1.0422], [-1.1544, -0.6257, -0.8747], [-0.5867, -0.4173, 0.0247], [0.2440, -0.2212, -0.1950], [-0.4263, 0.1976, -0.2049], [0.2538, 1.4819, -0.2545], [-0.0311, 1.6691, -0.5940], [-0.6821, 1.3492, 1.3808], [-0.7908, -2.6213, -2.5803], [0.2033, -0.1614, 0.5917], [0.9331, 0.8110, 0.7261], [0.2885, -1.4053, -0.5727], [0.5272, 0.2399, -0.2374], [0.0152, -0.8622, 0.7355], [1.0809, -0.2727, 1.1206], [0.1647, 0.8927, 0.8945], [-0.4367, 0.7041, 0.3659], [0.2360, 0.0143, -0.3719], [-0.7133, -0.3259, -0.3460], [-0.0283, 0.3282, -0.4789]]
}



{
  "formula": "C36H53EuN11S",
  "method": "the ωB97M-V functional and the def2-TZVPD basis",
  "homo_lumo_gap_ha": [0.185, 0.244],
  "spin_multiplicity": 8,
  "e_homo_ev": [-11.11, -12.07],
  "charge": 2,
  "elements": ["Eu", "C", "C", "N", "C", "C", "N", "C", "C", "N", "C", "C", "N", "C", "C", "C", "C", "C", "C", "C", "N", "H", "H", "H", "H", "H", "H", "H", "H", "H", "H", "H", "H", "H", "H", "H", "H", "H", "H", "H", "H", "H", "H", "H", "C", "N", "C", "C", "N", "C", "C", "C", "C", "C", "C", "C", "C", "C", "N", "C", "N", "C", "C", "N", "C", "C", "C", "N", "C", "C", "H", "H", "H", "H", "H", "H", "H", "H", "H", "H", "H", "H", "H", "H", "H", "H", "H", "H", "H", "H", "H", "H", "H", "H", "H", "H", "H", "H", "H", "H", "S", "C"],
  "positions_angstrom": [[-0.711, -0.839, 0.213], [-1.460, -1.930, -4.361], [-1.098, -1.892, -2.903], [-1.791, -1.200, -2.035], [-3.029, -0.576, -2.498], [-3.618, 0.342, -1.434], [-3.316, -0.174, -0.102], [-4.205, -1.281, 0.292], [-3.478, -2.228, 1.238], [-2.602, -1.424, 2.094], [-1.999, -2.158, 3.207], [-0.512, -1.830, 3.226], [0.014, -2.297, 1.929], [0.924, -3.256, 1.961], [1.744, -3.534, 3.204], [0.905, -3.868, -0.547], [1.580, -4.740, -1.428], [1.514, -4.566, -2.793], [0.682, -3.567, -3.288], [-0.026, -2.770, -2.391], [0.137, -2.858, -1.019], [-2.362, -2.530, -4.494], [-0.692, -2.346, -5.000], [-1.678, -0.927, -4.724], [-3.729, -1.382, -2.762], [-2.877, 0.015, -3.408], [-4.702, 0.453, -1.596], [-3.171, 1.341, -1.514], [-3.434, 0.602, 0.562], [-4.518, -1.820, -0.601], [-5.119, -0.888, 0.760], [-2.849, -2.943, 0.684], [-4.204, -2.817, 1.818], [-3.158, -0.659, 2.491], [-2.133, -3.235, 3.049], [-2.486, -1.905, 4.157], [-0.057, -2.343, 4.074], [-0.370, -0.751, 3.356], [1.258, -4.254, 3.865], [1.930, -2.620, 3.757], [2.695, -3.986, 2.926], [2.174, -5.534, -0.994], [2.066, -5.204, -3.459], [0.575, -3.458, -4.349], [-2.280, 1.339, 3.432], [-0.907, 1.661, 3.093], [-0.059, 1.959, 4.225], [-0.650, 2.330, 1.891], [-0.749, 1.609, 0.811], [-0.929, 2.191, -0.466], [-1.881, 3.171, -0.635], [-2.243, 3.647, -1.905], [-1.680, 3.087, -3.012], [-0.687, 2.085, -2.892], [-0.104, 1.564, -4.073], [0.897, 0.641, -4.009], [1.382, 0.240, -2.761], [0.881, 0.747, -1.581], [1.476, 0.336, -0.370], [2.784, 0.526, -0.331], [3.580, -0.230, 0.445], [3.383, -1.638, 0.569], [4.806, 0.272, 1.017], [3.445, 1.490, -1.036], [2.879, 2.767, -1.400], [4.714, 1.188, -1.666], [-0.244, 1.645, -1.611], [-0.272, 3.628, 1.957], [-0.616, 4.500, 3.068], [0.426, 4.323, 0.904], [-2.777, 2.131, 4.007], [-2.310, 0.435, 4.043], [-2.854, 1.178, 2.516], [0.072, 1.049, 4.814], [-0.477, 2.729, 4.886], [0.917, 2.284, 3.873], [-2.389, 3.553, 0.239], [-2.984, 4.423, -1.995], [-1.965, 3.410, -4.002], [-0.463, 1.925, -5.024], [1.338, 0.243, -4.908], [2.197, -0.472, -2.707], [4.209, -2.176, 0.097], [2.455, -1.907, 0.073], [3.347, -1.920, 1.616], [4.809, 1.356, 0.997], [5.685, -0.100, 0.490], [4.862, -0.065, 2.052], [2.235, 2.728, -2.284], [3.705, 3.446, -1.610], [2.325, 3.173, -0.554], [4.962, 0.138, -1.528], [5.521, 1.804, -1.262], [4.629, 1.381, -2.737], [-1.357, 4.043, 3.712], [-1.040, 5.420, 2.660], [0.269, 4.758, 3.654], [0.792, 3.612, 0.168], [1.267, 4.858, 1.348], [-0.225, 5.040, 0.400], [1.899, -5.595, 1.281], [1.183, -4.119, 0.861]],
  "forces_ev_per_angstrom": [[-0.5464, 0.0685, 0.3125], [-0.0576, 0.1716, 0.0936], [-0.8245, 0.7328, 0.7086], [0.9254, -0.9091, -0.8951], [-0.0717, 0.0808, -0.1756], [0.0078, 0.2959, -0.2725], [0.1632, 0.4947, 0.3767], [-0.1931, -0.0908, 0.1314], [-0.1544, -0.0887, -0.0361], [-0.3376, 0.3804, -0.0252], [0.2482, -0.1472, 0.2657], [-0.1329, -0.3362, 0.0467], [0.1301, 0.1784, 0.0904], [-0.0049, -0.1111, 0.1775], [-0.1252, 0.0773, 0.0684], [0.0050, 0.1725, 0.1316], [0.1493, -0.0593, -1.4122], [0.0261, -0.0288, 1.0562], [-0.5739, 0.5202, 0.6966], [0.6400, -0.5793, -0.0757], [-0.0439, -0.0341, -0.6117], [-0.0687, -0.0382, 0.0036], [-0.0145, 0.0163, 0.0546], [-0.0269, -0.0321, 0.0443], [0.0663, 0.1241, 0.0530], [-0.0307, -0.0858, 0.0864], [0.2306, -0.0198, -0.0106], [-0.1504, -0.3816, -0.0263], [0.0465, -0.3945, -0.3651], [0.0000, -0.0021, 0.0094], [0.1367, -0.0856, -0.0613], [-0.0857, 0.1000, 0.0541], [0.1583, 0.0549, -0.1405], [0.2995, -0.5246, -0.3336], [0.0860, 0.1827, 0.0532], [0.0869, -0.0484, -0.0727], [0.0671, 0.1548, -0.0835], [0.0179, -0.0345, -0.0278], [-0.0143, 0.0360, 0.0215], [-0.0397, 0.2513, 0.1333], [-0.1560, 0.1308, 0.0554], [-0.0986, 0.1509, -0.1617], [0.1227, -0.1210, -0.1078], [-0.0585, 0.0441, -0.1228], [-0.1746, 0.1162, -0.0817], [0.0412, 0.3651, -0.2536], [0.0710, -0.0500, 0.5488], [-0.0474, 0.2465, 0.4310], [-0.0043, -0.2614, -0.4392], [-0.1150, 0.0441, -0.0812], [0.0735, -0.1063, -0.0741], [0.1536, -0.1403, 0.0187], [-0.0169, 0.0311, 0.0356], [-0.0133, 0.0096, -0.1987], [-0.0150, -0.0130, 0.1255], [-0.0744, 0.0812, 0.0403], [-0.0480, -0.0520, 0.1299], [-0.3566, 0.0424, -0.2912], [-0.0771, 0.0188, 0.0413], [0.3271, 0.2926, -0.0048], [-0.0613, 0.2492, -0.0622], [-0.2647, -0.5084, 0.0440], [0.2104, 0.0448, 0.2375], [-0.2009, -0.0590, 0.1588], [-0.1299, 0.2184, 0.0771], [0.1959, -0.0824, -0.2086], [-0.0899, 0.0964, -0.0205], [-0.1598, -0.5330, 0.0707], [-0.1675, 0.2031, 0.0652], [0.2908, -0.0991, -0.2967], [0.1137, 0.0449, -0.0329], [0.0197, 0.0250, 0.0174], [0.1235, 0.1710, 0.1641], [0.0255, 0.0110, 0.0172], [0.1418, -0.2233, 0.0091], [0.0511, -0.0112, 0.0491], [-0.0512, 0.0516, 0.1036], [-0.1348, 0.1319, -0.0220], [-0.0337, 0.0334, -0.0741], [-0.0515, 0.0544, -0.1429], [0.0589, -0.0591, -0.1506], [0.0223, -0.0125, 0.0158], [0.0370, -0.0759, -0.0029], [0.0574, -0.1152, 0.0812], [-0.0864, -0.1935, 0.1537], [0.0486, 0.0540, 0.0486], [0.0717, -0.0089, 0.0520], [0.0427, 0.0098, 0.0457], [0.0627, 0.0255, 0.0276], [-0.0342, 0.0252, 0.0314], [0.0997, -0.0590, -0.2048], [0.0270, 0.0651, -0.1018], [0.0187, -0.0287, -0.0506], [0.0414, -0.0005, -0.0262], [-0.0675, 0.0728, -0.0414], [0.0197, -0.0373, 0.0469], [-0.0545, 0.0008, -0.0016], [-0.0750, 0.2369, 0.1971], [0.0433, 0.0382, -0.0442], [0.0151, -0.0032, -0.0109], [-0.0170, -0.4995, 0.0629], [0.3139, -0.1445, 0.0643]]
}